# C2H6Br2OSi

A 2-piece molecular cluster, C2H6Br2OSi overall at a distorted geometry (ωB97M-V with the def2-TZVPD basis set, OMol25).

Calculated values
Gap between HOMO and LUMO (spin up / spin down) (eV): 10.6 / 2.9
Molar mass (g mol⁻¹): 233.963
Charge: 0

Each line ends with the Mulliken charge.
Geometry (Å):
C 0.762 -0.464 -1.984  -0.727
C -1.278 0.316 1.661  -0.846
O 0.270 -0.263 -0.676  -0.059
Si -1.135 -0.543 -0.005  0.074
Br 3.162 -0.852 -4.553  0.004
Br -2.794 -0.338 -1.449  -0.239
H 0.234 -0.125 -2.834  0.411
H 1.101 -1.440 -1.974  0.389
H 1.791 0.132 -2.121  0.160
H -2.320 0.340 1.866  0.274
H -0.725 -0.240 2.449  0.277
H -0.776 1.320 1.611  0.282

---

# C2H6Br3NSi

A 2-piece molecular cluster, C2H6Br3NSi overall at a distorted geometry (ωB97M-V with the def2-TZVPD basis set, OMol25).

Calculated values
2S+1: 3
Gap between HOMO and LUMO (spin up / spin down) (eV): 8.5 / 7.8
Molar mass (g mol⁻¹): 311.875
Charge: 0

Each line ends with the Mulliken spin population.
Geometry (Å):
C -0.187 -0.722 1.556  -0.025
C 0.618 -1.430 -0.572  0.007
N 0.648 -0.501 0.397  0.864
Si -0.333 2.063 -0.714  0.634
Br 1.033 3.751 -0.153  0.099
Br -2.470 2.717 -0.447  0.123
Br 0.018 1.631 -2.920  0.103
H 0.075 -0.027 2.364  0.005
H -1.258 -0.498 1.347  0.053
H -0.171 -1.858 1.753  0.026
H 0.909 -0.925 -1.577  0.017
H 1.335 -2.109 -0.250  0.062
H -0.216 -2.091 -0.784  0.030

---

# C2H6BrClO2Si

One molecule with the formula C2H6BrClO2Si at a distorted geometry (ωB97M-V with the def2-TZVPD basis set, OMol25).

Calculated values
Gap between HOMO and LUMO (eV): 11.3
SMILES: CO[Si](Cl)(Br)OC
Molar mass (g mol⁻¹): 205.511
Charge: 0

Each line ends with the Mulliken charge.
Geometry (Å):
C -0.999 -1.535 -1.577  -0.572
C 0.387 1.503 1.801  -0.661
O -1.698 -0.814 -0.635  -0.235
O -0.067 0.533 0.885  -0.154
Si -1.312 0.711 -0.093  0.641
Cl -2.835 1.748 0.823  -0.256
Br -0.904 1.948 -1.837  -0.266
H -0.745 -0.895 -2.327  0.333
H -1.705 -2.370 -1.955  0.192
H -0.066 -2.042 -1.157  0.208
H 0.832 2.312 1.344  0.312
H 1.172 0.835 2.403  0.185
H -0.511 1.763 2.472  0.272

---

# C2H6BrIOSi

A 2-piece molecular cluster, C2H6BrIOSi overall at a distorted geometry (ωB97M-V with the def2-TZVPD basis set, OMol25).

Calculated values
Gap between HOMO and LUMO (spin up / spin down) (eV): 7.7 / 7.7
Molar mass (g mol⁻¹): 280.963
Charge: 0

Each line ends with the Mulliken charge.
Geometry (Å):
C 0.237 0.803 -2.053  -0.521
C 0.906 -0.461 2.239  -0.943
O -0.124 -0.375 -1.458  -0.105
Si -0.862 -0.694 -0.079  0.344
Br -2.029 -2.532 -0.104  -0.177
I -2.482 1.205 0.327  -0.122
H 1.290 0.965 -1.881  0.225
H -0.306 1.646 -1.557  0.200
H -0.096 0.792 -3.050  0.246
H 1.904 -0.690 1.834  0.304
H 0.828 0.558 2.737  0.260
H 0.736 -1.218 3.044  0.290

---

# C2H6BrN

A 2-piece molecular cluster, C2H6BrN overall at a distorted geometry (ωB97M-V with the def2-TZVPD basis set, OMol25).

Calculated values
Gap between HOMO and LUMO (eV): 11.1
SMILES: C=NC.Br
Molar mass (g mol⁻¹): 123.981
Charge: 0

Each line ends with the Mulliken charge.
Geometry (Å):
C 0.995 1.151 -0.336  -0.309
C 0.360 -0.978 0.166  -0.771
N 0.059 0.409 0.089  -0.250
Br -3.474 -0.183 0.141  -0.264
H 1.933 0.740 -0.523  0.257
H -2.307 0.546 0.333  0.258
H 1.149 2.256 -0.357  0.232
H -0.583 -1.517 0.310  0.177
H 0.802 -1.186 -0.792  0.378
H 1.066 -1.238 0.967  0.293

---

# C2H6BrO2P

A 2-piece molecular cluster, C2H6BrO2P overall at a distorted geometry (ωB97M-V with the def2-TZVPD basis set, OMol25).

Calculated values
Gap between HOMO and LUMO (eV): 8.3
Molar mass (g mol⁻¹): 172.946
Charge: 0

Each line ends with the Mulliken charge.
Geometry (Å):
C 1.043 1.509 -1.946  -0.006
C -0.710 -0.491 1.585  -0.722
O 4.156 1.641 0.600  -0.455
O 1.826 1.714 -1.019  -0.300
P 2.893 0.911 0.667  0.478
Br 3.348 -1.120 -0.165  -0.226
H 0.067 0.921 -1.813  0.223
H -1.658 -0.470 0.880  0.205
H 1.272 1.971 -2.947  0.268
H -0.723 -1.447 2.104  0.254
H 0.218 -0.164 1.031  0.054
H -0.970 0.273 2.408  0.228

---

# C2H6BrOP

One molecule with the formula C2H6BrOP at a distorted geometry (ωB97M-V with the def2-TZVPD basis set, OMol25).

Calculated values
Gap between HOMO and LUMO (spin up / spin down) (eV): 7.1 / 7.3
SMILES: CC=[P@@H](O)Br
Molar mass (g mol⁻¹): 156.947
Charge: 0

Each line ends with the Mulliken charge.
Geometry (Å):
C 0.388 -1.555 0.783  -1.026
C 0.334 -0.821 -0.457  -0.061
O -1.351 1.092 0.235  -0.441
P 0.018 0.903 -0.558  0.448
Br 0.390 3.549 -0.676  -0.505
H -0.588 -1.502 1.302  0.315
H 0.872 -2.509 0.726  0.340
H 1.064 -0.921 1.447  0.289
H 1.299 -1.099 -1.027  0.214
H -1.757 1.894 -0.004  0.321
H -0.667 0.968 -1.770  0.106

---

# C2H6BrP

A 2-piece molecular cluster, C2H6BrP overall at a distorted geometry (ωB97M-V with the def2-TZVPD basis set, OMol25).

Calculated values
Gap between HOMO and LUMO (eV): 8.1
Molar mass (g mol⁻¹): 140.948
Charge: 0

Each line ends with the Mulliken charge.
Geometry (Å):
C -0.003 -1.058 -0.126  -1.013
C -0.824 0.011 -0.763  -0.383
P 0.389 2.230 -0.089  0.042
Br -2.590 0.188 -0.084  -0.112
H 0.018 -0.942 0.958  0.338
H 1.015 -1.019 -0.509  0.315
H -0.415 -2.049 -0.344  0.356
H -0.813 0.083 -1.840  0.396
H -0.538 2.451 0.930  0.040
H 1.226 1.517 0.764  0.020

---

# C2H6Cl2N

An isolated ion of composition C2H6Cl2N and charge +1 (ωB97M-V with the def2-TZVPD basis set, OMol25).

Calculated values
Gap between HOMO and LUMO (eV): 12.0
SMILES: [NH3+]CC(Cl)Cl
Molar mass (g mol⁻¹): 114.983
Charge: +1

Each line ends with the Mulliken charge.
Geometry (Å):
C -0.520 -0.003 -0.536  -0.647
C 0.996 0.000 -0.681  0.067
N -0.790 0.002 0.917  -0.275
Cl 1.641 -1.474 0.131  -0.124
Cl 1.635 1.477 0.129  -0.124
H -0.947 0.887 -1.003  0.345
H -0.942 -0.899 -0.997  0.346
H 1.330 0.001 -1.720  0.396
H -0.309 0.837 1.299  0.322
H -0.308 -0.830 1.306  0.323
H -1.787 0.002 1.154  0.372

---

# C2H6Cl3NP

An isolated ion of composition C2H6Cl3NP and charge +1 at a distorted geometry (ωB97M-V with the def2-TZVPD basis set, OMol25).

Calculated values
Gap between HOMO and LUMO (eV): 10.1
SMILES: C[N+](C)=P(Cl)(Cl)Cl
Molar mass (g mol⁻¹): 181.410
Charge: +1

Each line ends with the Mulliken charge.
Geometry (Å):
C -0.092 -0.285 -1.096  -0.822
C -0.201 0.286 1.298  -0.868
N -0.871 0.104 0.044  0.092
P -2.493 0.028 0.016  0.952
Cl -3.237 -1.799 0.236  -0.081
Cl -3.067 0.641 -1.802  -0.091
Cl -3.357 1.083 1.437  -0.068
H -0.843 -0.588 -1.813  0.313
H 0.284 0.647 -1.626  0.328
H 0.791 -0.868 -0.823  0.310
H 0.451 1.176 1.239  0.334
H -0.967 0.462 2.136  0.275
H 0.282 -0.726 1.630  0.326

---

# C2H6ClN2O3P

C2H6ClN2O3P as an isolated structure at a distorted geometry (ωB97M-V with the def2-TZVPD basis set, OMol25).

Calculated values
Gap between HOMO and LUMO (eV): 7.4
Molar mass (g mol⁻¹): 172.508
Charge: -2

Each line ends with the Mulliken charge.
Geometry (Å):
C -0.301 -0.963 0.163  -0.648
C 1.029 0.906 -0.642  -0.811
N -0.139 -0.014 -0.912  0.720
N -0.904 0.149 -1.789  -0.942
O -0.661 1.832 1.521  -0.699
O 1.048 0.276 2.613  -0.640
O -1.468 -0.194 2.860  -0.674
P -0.337 0.572 2.255  0.733
Cl 0.111 -8.007 -5.344  -1.000
H -1.093 -1.660 -0.235  0.325
H 0.844 -1.336 0.245  0.279
H -0.385 -0.605 1.244  0.435
H 1.188 1.589 -1.547  0.303
H 0.699 1.632 0.145  0.384
H 2.034 0.406 -0.570  0.235

---

# C2H6ClN3S

C2H6ClN3S as an isolated structure at a distorted geometry (ωB97M-V with the def2-TZVPD basis set, OMol25).

Calculated values
Gap between HOMO and LUMO (eV): 9.0
Molar mass (g mol⁻¹): 139.611
Charge: 0

Each line ends with the Mulliken charge.
Geometry (Å):
C -0.047 0.023 0.727  0.385
C -1.452 0.141 0.300  -0.479
H 1.494 0.385 3.234  0.273
H 1.008 -1.514 3.131  0.296
H -2.014 -0.481 0.975  0.292
H -2.160 0.914 -0.113  0.301
H 1.781 0.284 0.085  0.312
H 1.057 2.666 -1.665  0.141
N 1.272 -0.685 2.459  -0.761
N 0.053 -0.667 1.720  -0.101
N 0.969 0.833 0.071  -0.331
S 0.903 1.271 -1.578  -0.144
Cl -1.334 -1.173 -0.959  -0.186